No. 1
This record from OMol25 describes a molecular structure, C6H17N3 at a distorted geometry. The level of theory is ωB97M-V/def2-TZVPD.

Computed properties:
- LUMO level: 0.028 Ha
- HOMO-LUMO gap: 0.28008 hartree
- Energy relative to the best compared isomer or geometry (same formula, charge and spin): 433.6 kJ/mol
- E_HOMO: -0.2522 Ha
- Electronic energy: -10963.713 eV

ORCA input file:
```
! RIJCOSX wB97M-V def2-TZVPD def2/J DEFGRID3
* xyz 0 1
C -0.1049 0.5587 -0.4646
C -0.5260 -0.7346 -0.0260
C 2.5938 -0.0841 -0.7707
C 1.9494 0.1211 1.5125
C -3.0337 0.5782 0.4239
C -0.3493 -1.9457 -0.9064
N 1.6183 -0.4356 0.2329
N -2.3109 -0.3192 -0.4431
N -0.2223 1.7148 0.2372
H -2.4131 -0.0406 -1.4174
H 0.0309 0.6916 -1.5332
H -0.6587 -0.8949 1.0361
H -0.3680 1.6704 1.2329
H -0.2660 2.5913 -0.2538
H 2.7083 1.0088 -0.9132
H 2.0317 1.2290 1.5092
H 3.5888 -0.4727 -0.5083
H 2.3182 -0.5380 -1.7265
H 1.1969 -0.1618 2.2557
H 2.9160 -0.2604 1.8740
H -2.7328 1.6414 0.3789
H -4.1063 0.5550 0.1935
H -2.9319 0.2429 1.4611
H -1.2068 -2.6024 -0.7813
H 0.5764 -2.4522 -0.6452
H -0.2979 -1.6610 -1.9583
*
```

For reference, the Löwdin charges in units of e are:
1. C -0.2072
2. C -0.2524
3. C -0.1923
4. C -0.1997
5. C -0.2319
6. C -0.0753
7. N -0.2342
8. N -0.0974
9. N 0.1154
10. H 0.0607
11. H 0.1444
12. H 0.1284
13. H 0.1066
14. H 0.1106
15. H 0.0697
16. H 0.0653
17. H 0.0706
18. H 0.0662
19. H 0.0655
20. H 0.0786
21. H 0.0478
22. H 0.0661
23. H 0.0673
24. H 0.0742
25. H 0.0731
26. H 0.0796

=====

No. 2
This record from OMol25 describes a single C18H17NO5S molecule at a distorted geometry. The level of theory is ωB97M-V/def2-TZVPD.

Computed properties:
- LUMO level: -0.012 Ha
- HOMO-LUMO gap: 0.31910 hartree
- Energy relative to the best compared isomer or geometry (same formula, charge and spin): 49.7 kJ/mol
- E_HOMO: -0.3309 Ha
- Electronic energy: -41504.863 eV
- SMILES string: Cc1ccc(CNS(=O)(=O)c2ccc3oc(C(=O)O)c(C)c3c2)cc1

ORCA input file:
```
! RIJCOSX wB97M-V def2-TZVPD def2/J DEFGRID3
* xyz 0 1
C 3.8904 2.3535 4.6895
C 3.1173 1.3754 3.8591
C 1.8286 1.6647 3.4316
C 1.1290 0.7763 2.6365
C 1.6997 -0.4274 2.2516
C 0.9583 -1.3861 1.3568
N 1.6271 -1.6572 0.0948
S 1.8745 -0.3280 -0.9020
O 2.5495 -0.8386 -2.0569
O 2.4635 0.7820 -0.2091
C 0.1818 0.0727 -1.3143
C -0.3639 1.2589 -0.8296
C -1.6722 1.5997 -1.1083
C -2.3991 0.7088 -1.8870
O -3.6806 0.8334 -2.2833
C -3.9683 -0.2845 -3.0386
C -5.3257 -0.3958 -3.6010
O -5.6947 -1.3287 -4.2623
O -6.1340 0.6352 -3.3156
C -2.8925 -1.1260 -3.1340
C -2.8001 -2.4166 -3.8538
C -1.8476 -0.4933 -2.3834
C -0.5239 -0.8163 -2.0877
C 2.9837 -0.7259 2.6879
C 3.6832 0.1652 3.4782
H 4.5631 1.8384 5.3715
H 4.4921 2.9914 4.0416
H 3.2224 2.9906 5.2643
H 1.3698 2.6002 3.7186
H 0.1274 1.0203 2.3100
H -0.0249 -0.9795 1.1039
H 0.8135 -2.3478 1.8604
H 2.5033 -2.1472 0.2050
H 0.2741 1.8973 -0.2391
H -2.1150 2.5132 -0.7462
H -5.6837 1.3030 -2.7772
H -2.0045 -2.3691 -4.5957
H -3.7428 -2.6396 -4.3436
H -2.5555 -3.2145 -3.1542
H -0.0502 -1.7146 -2.4460
H 3.4426 -1.6636 2.4050
H 4.6844 -0.0798 3.8028
*
```

For reference, the Löwdin charges in units of e are:
1. C -0.0521
2. C -0.2777
3. C -0.0358
4. C -0.0462
5. C -0.2498
6. C -0.1883
7. N -0.1246
8. S 0.6566
9. O -0.2875
10. O -0.2746
11. C -0.2771
12. C -0.0476
13. C 0.0366
14. C -0.1831
15. O 0.0946
16. C -0.0939
17. C -0.4545
18. O 0.1335
19. O 0.1437
20. C -0.1210
21. C -0.0039
22. C -0.0839
23. C 0.0317
24. C -0.0395
25. C -0.0355
26. H 0.0765
27. H 0.0854
28. H 0.0753
29. H 0.1114
30. H 0.1086
31. H 0.1137
32. H 0.1316
33. H 0.1039
34. H 0.1122
35. H 0.1236
36. H 0.1153
37. H 0.0957
38. H 0.0755
39. H 0.0950
40. H 0.1302
41. H 0.1131
42. H 0.1126

=====

No. 3
This record from OMol25 describes a molecular structure, C25H39F3HgN6O12RbS at a distorted geometry. The level of theory is ωB97M-V/def2-TZVPD.

Computed properties:
- LUMO level: -0.250 Ha
- HOMO-LUMO gap: 0.14056 hartree
- Energy relative to the best compared isomer or geometry (same formula, charge and spin): 0.0 kJ/mol
- E_HOMO: -0.3906 Ha
- Electronic energy: -83872.691 eV

ORCA input file:
```
! RIJCOSX wB97M-V def2-TZVPD def2/J DEFGRID3
* xyz 1 1
Hg 2.9368 3.8535 -1.8665
Rb 3.1838 -0.2238 -4.7084
O 4.2960 3.8861 -0.3995
H 4.3120 2.9656 -0.0916
C -0.7318 1.3521 -1.2850
F -1.0900 2.3516 -2.0860
F -0.7180 1.7871 -0.0185
F -1.5798 0.3377 -1.3600
S 0.9835 0.7856 -1.6345
O 1.0363 0.3702 -3.0272
O 1.7365 2.0496 -1.3881
O 1.1712 -0.2255 -0.6534
C 1.8209 2.1897 4.7853
O 1.5941 3.1403 5.4924
N 1.6397 2.1701 3.4350
C 1.1207 3.2847 2.6937
C 2.0339 1.0407 2.6369
H 2.1644 1.2164 5.1682
H 1.7252 3.5753 1.8263
H 0.9962 4.1364 3.3555
H 0.1540 2.9998 2.2629
H 2.9036 1.2440 1.9959
H 2.3493 0.1911 3.2390
H 1.1709 0.7413 2.0379
C -3.0428 0.9565 -4.2160
O -4.0999 1.3687 -3.7850
N -2.8500 -0.2388 -4.8082
C -1.5819 -0.5944 -5.4049
C -3.9346 -1.1890 -4.9405
H -2.1016 1.5258 -4.1212
H -0.8195 0.0486 -4.9592
H -1.5716 -0.4309 -6.4883
H -1.4041 -1.6559 -5.2361
H -3.8922 -1.6952 -5.9033
H -3.8844 -1.9278 -4.1355
H -4.8953 -0.6873 -4.8587
C 6.1258 -2.1673 -1.4334
O 6.7790 -3.0346 -0.9153
N 5.2420 -1.3619 -0.7664
C 4.4776 -0.3736 -1.4473
C 5.0970 -1.4768 0.6540
H 6.1397 -1.9593 -2.5189
H 3.4171 -0.4268 -1.1782
H 4.5413 -0.4234 -2.5305
H 4.6947 0.6527 -1.1007
H 5.0096 -0.4823 1.1027
H 4.2460 -2.0938 0.9553
H 5.9781 -1.9120 1.1195
C 2.4771 -3.3456 -1.5567
O 2.9388 -3.4340 -2.6896
N 2.3885 -4.3381 -0.6628
C 1.7815 -4.1134 0.6360
C 2.7849 -5.6802 -1.0115
H 2.0847 -2.3886 -1.1785
H 1.0583 -4.8977 0.8596
H 1.3234 -3.1280 0.6827
H 2.5346 -4.1632 1.4310
H 2.8528 -5.8288 -2.0842
H 3.6656 -5.9958 -0.4540
H 1.9809 -6.3811 -0.7460
C -2.9655 -2.2567 1.7993
C -3.3809 -2.3777 3.1124
C -2.5131 -2.0814 4.1585
C -1.2333 -1.6687 3.8497
C -0.8168 -1.4821 2.5496
C -1.6814 -1.8022 1.5168
N -0.2678 -1.4596 4.9352
O 0.8241 -0.9933 4.6378
O -0.6052 -1.7569 6.0562
H -3.6735 -2.5120 1.0211
H -4.3645 -2.7079 3.4197
H -2.8268 -2.1749 5.1871
H 0.2084 -1.2473 2.3065
H -1.3901 -1.7066 0.4787
C -6.1321 3.2901 -0.5395
C -6.4026 4.1459 0.5247
C -5.3878 4.4990 1.3924
C -4.0864 4.1438 1.0982
C -3.7885 3.4331 -0.0520
C -4.8240 2.9305 -0.8277
N -3.0114 4.5280 2.0118
O -1.8800 4.6033 1.5587
O -3.3110 4.7700 3.1599
H -6.9628 2.9388 -1.1376
H -7.4241 4.4406 0.7178
H -5.5667 5.0810 2.2869
H -2.7680 3.1837 -0.2931
H -4.5186 2.2936 -1.6492
*
```

For reference, the Löwdin charges in units of e are:
1. Hg 1.3226
2. Rb 0.9404
3. O -0.4072
4. H -0.0412
5. C -0.6729
6. F 0.1434
7. F 0.1322
8. F 0.1656
9. S 0.4936
10. O -0.4384
11. O -0.4747
12. O -0.2614
13. C -0.3309
14. O 0.0358
15. N -0.1838
16. C -0.0443
17. C -0.0806
18. H 0.1282
19. H 0.0789
20. H 0.0946
21. H 0.0725
22. H 0.0783
23. H 0.0723
24. H 0.0659
25. C -0.3478
26. O 0.0231
27. N -0.1914
28. C -0.0533
29. C -0.0331
30. H 0.1230
31. H 0.0619
32. H 0.0936
33. H 0.0947
34. H 0.0921
35. H 0.0973
36. H 0.0896
37. C -0.3243
38. O 0.0593
39. N -0.1810
40. C -0.1021
41. C -0.0270
42. H 0.1345
43. H 0.0522
44. H 0.0014
45. H 0.0905
46. H 0.0907
47. H 0.0894
48. H 0.0988
49. C -0.3430
50. O -0.0250
51. N -0.1767
52. C -0.0373
53. C -0.0300
54. H 0.1083
55. H 0.0948
56. H 0.0732
57. H 0.0943
58. H 0.0906
59. H 0.1013
60. H 0.0947
61. C -0.0639
62. C -0.0563
63. C 0.0094
64. C -0.1422
65. C -0.0095
66. C -0.0650
67. N -0.3324
68. O 0.0488
69. O 0.1092
70. H 0.1099
71. H 0.1133
72. H 0.1245
73. H 0.0955
74. H 0.0956
75. C -0.0570
76. C -0.0587
77. C -0.0049
78. C -0.1514
79. C -0.0037
80. C -0.0494
81. N -0.3474
82. O 0.0567
83. O 0.1006
84. H 0.1107
85. H 0.1106
86. H 0.1234
87. H 0.0857
88. H 0.0817